# 1
{"formula": "C41H56N3O8PdSi4Te2", "method": "ωB97M-V/def2-TZVPD", "e_tot_ha": -4183.881569, "charge": -2, "spin_multiplicity": 2, "homo_ev": [-1.8, -2.2], "s2": 0.76, "lumo_ev": [3.455, 3.451], "elements": ["Pd", "O", "C", "O", "C", "C", "C", "C", "C", "C", "O", "N", "O", "O", "N", "O", "O", "H", "H", "C", "C", "C", "C", "C", "C", "Te", "N", "C", "O", "C", "C", "C", "C", "C", "C", "C", "C", "C", "C", "C", "C", "C", "C", "C", "C", "C", "C", "H", "H", "H", "H", "H", "H", "H", "H", "H", "H", "H", "H", "H", "H", "H", "H", "H", "H", "H", "H", "H", "H", "H", "H", "H", "H", "H", "C", "Si", "C", "C", "Si", "Te", "Si", "C", "C", "C", "Si", "C", "C", "C", "H", "H", "H", "H", "H", "H", "H", "H", "H", "H", "H", "H", "H", "H", "H", "H", "H", "H", "H", "H", "H", "H", "H", "H", "H", "H", "H"], "coordinates": [[-1.27, 1.66, 0.64], [-2.64, 2.24, 4.61], [-1.98, 1.69, 3.73], [-2.35, 1.61, 2.51], [-0.68, 1.00, 4.13], [-0.60, 0.37, 5.35], [0.59, -0.22, 5.80], [1.68, -0.33, 4.93], [1.59, 0.20, 3.65], [0.49, 1.07, 3.31], [0.62, 1.95, 2.39], [2.54, -0.06, 2.70], [3.72, -0.38, 2.99], [2.14, -0.02, 1.46], [0.67, -0.74, 7.09], [-0.34, -0.71, 7.81], [1.74, -1.20, 7.50], [-1.46, 0.37, 6.00], [2.59, -0.84, 5.23], [7.55, 1.32, -0.66], [6.05, 1.32, -0.53], [5.43, 2.22, 0.32], [4.05, 2.26, 0.46], [3.43, 3.17, 1.47], [3.30, 1.39, -0.32], [1.13, 1.57, -0.08], [-0.41, 1.92, -1.41], [-0.93, 1.49, -2.54], [-0.27, 1.10, -3.52], [-2.44, 1.48, -2.59], [-3.24, 1.85, -1.51], [-4.62, 1.77, -1.59], [-5.21, 1.32, -2.76], [-4.42, 0.93, -3.84], [-3.04, 1.01, -3.75], [1.30, 3.65, -0.58], [0.61, 4.66, 0.07], [-0.29, 4.37, 1.23], [0.71, 5.97, -0.39], [1.46, 6.29, -1.51], [1.57, 7.70, -2.02], [2.05, 5.25, -2.21], [1.96, 3.93, -1.78], [2.50, 2.86, -2.69], [3.89, 0.43, -1.13], [3.05, -0.57, -1.87], [5.27, 0.42, -1.23], [8.01, 1.91, 0.13], [7.85, 1.74, -1.63], [7.94, 0.30, -0.60], [6.02, 2.90, 0.92], [4.07, 3.25, 2.34], [2.47, 2.80, 1.82], [3.28, 4.18, 1.07], [-2.80, 2.21, -0.55], [-5.22, 2.04, -0.74], [-6.28, 1.23, -2.82], [-4.89, 0.57, -4.74], [-2.41, 0.69, -4.56], [0.27, 4.07, 2.11], [-0.98, 3.52, 0.97], [-0.90, 5.24, 1.49], [0.18, 6.75, 0.14], [1.18, 8.41, -1.29], [1.01, 7.81, -2.95], [2.62, 7.94, -2.22], [2.58, 5.46, -3.14], [2.56, 3.25, -3.70], [1.83, 2.00, -2.71], [3.49, 2.53, -2.39], [2.00, -0.44, -1.59], [3.35, -1.58, -1.61], [3.15, -0.44, -2.95], [5.74, -0.32, -1.87], [-1.61, -3.80, 3.27], [-0.85, -4.35, 1.60], [1.05, -4.25, 1.78], [-1.30, -6.22, 1.36], [-1.65, -2.95, -0.17], [-0.49, -0.69, 0.08], [-1.06, -3.78, -2.36], [0.85, -3.74, -2.60], [-1.56, -5.57, -2.89], [-1.75, -2.60, -3.72], [-4.04, -3.02, -0.13], [-4.73, -4.80, -0.44], [-4.93, -1.93, -1.44], [-4.77, -2.39, 1.54], [-1.11, -4.22, 4.14], [-2.67, -4.06, 3.35], [-1.53, -2.72, 3.34], [1.41, -4.62, 2.74], [1.33, -3.20, 1.71], [1.57, -4.78, 1.00], [-0.77, -6.86, 2.04], [-1.07, -6.53, 0.35], [-2.36, -6.38, 1.51], [1.35, -4.48, -2.00], [1.19, -2.76, -2.27], [1.16, -3.87, -3.64], [-1.29, -6.29, -2.13], [-1.07, -5.87, -3.82], [-2.63, -5.66, -3.05], [-1.39, -1.60, -3.51], [-2.84, -2.56, -3.70], [-1.45, -2.86, -4.73], [-4.38, -5.17, -1.39], [-5.82, -4.82, -0.45], [-4.39, -5.48, 0.33], [-4.70, -2.24, -2.46], [-4.60, -0.91, -1.33], [-6.02, -1.94, -1.34], [-4.51, -3.04, 2.36], [-5.85, -2.28, 1.52], [-4.34, -1.42, 1.75]], "lowdin_charge": [0.31, 0.01, -0.63, -0.14, -0.03, 0.07, -0.17, 0.10, -0.11, -0.29, -0.24, -0.25, 0.05, -0.28, -0.37, 0.03, 0.01, 0.13, 0.13, -0.07, -0.28, -0.01, -0.29, -0.05, -0.31, 1.65, -0.28, -0.65, -0.03, -0.14, -0.06, -0.10, -0.13, -0.10, -0.04, -0.29, -0.28, -0.05, -0.02, -0.28, -0.07, -0.02, -0.27, -0.06, -0.31, -0.06, -0.02, 0.07, 0.07, 0.07, 0.11, 0.09, 0.03, 0.09, 0.06, 0.10, 0.09, 0.09, 0.11, 0.08, 0.03, 0.08, 0.11, 0.07, 0.08, 0.07, 0.11, 0.09, 0.04, 0.08, -0.01, 0.09, 0.09, 0.12, -0.21, 0.39, -0.22, -0.22, 0.08, 0.68, 0.40, -0.22, -0.22, -0.21, 0.40, -0.22, -0.21, -0.21, 0.02, 0.00, 0.02, 0.02, 0.00, 0.01, 0.01, -0.01, 0.00, 0.01, -0.01, 0.02, -0.01, 0.01, 0.00, 0.01, 0.00, 0.02, 0.00, 0.01, 0.00, 0.00, 0.00, 0.02, 0.00, 0.02, 0.02]}



# 2
{"formula": "C41H56N6O3SSr", "method": "ωB97M-V/def2-TZVPD", "e_tot_ha": -2579.229072, "spin_multiplicity": 1, "homo_ev": -5.9, "de_lowest_kj_mol": 28.9, "lumo_ev": 0.280, "elements": ["Sr", "C", "C", "N", "C", "C", "C", "C", "C", "C", "C", "N", "C", "C", "N", "N", "H", "H", "H", "H", "H", "H", "H", "H", "H", "H", "H", "H", "H", "H", "H", "H", "H", "H", "O", "C", "C", "O", "O", "C", "C", "C", "C", "C", "C", "C", "C", "C", "C", "C", "C", "H", "H", "H", "H", "H", "H", "H", "H", "H", "H", "H", "C", "C", "C", "C", "N", "C", "S", "N", "C", "C", "C", "C", "H", "H", "H", "H", "H", "H", "H", "H", "H", "H", "H", "H", "H", "H", "H", "H", "H", "H", "H", "H", "C", "C", "C", "C", "C", "C", "C", "H", "H", "H", "H", "H", "H", "H"], "coordinates": [[1.64, -1.58, 0.00], [4.68, -2.81, 1.01], [4.99, -1.36, 0.66], [3.85, -0.47, 0.94], [3.61, -0.22, 2.38], [2.76, -1.26, 3.10], [3.16, -1.66, 4.35], [2.23, -2.47, 5.09], [1.05, -2.83, 4.57], [0.66, -2.48, 3.15], [0.47, -3.84, 2.41], [0.59, -3.79, 0.93], [1.54, -4.80, 0.40], [2.97, -4.54, 0.85], [3.55, -3.34, 0.23], [1.65, -1.63, 2.46], [4.40, -2.86, 2.06], [5.59, -3.41, 0.88], [5.23, -1.28, -0.40], [5.88, -1.05, 1.23], [4.05, 0.42, 0.51], [3.07, 0.73, 2.44], [4.56, -0.11, 2.92], [4.08, -1.30, 4.79], [2.48, -2.78, 6.10], [0.35, -3.44, 5.13], [-0.50, -4.25, 2.69], [1.21, -4.53, 2.80], [-0.32, -4.00, 0.53], [1.48, -4.76, -0.69], [1.25, -5.81, 0.72], [3.57, -5.43, 0.66], [2.98, -4.37, 1.92], [3.84, -3.55, -0.72], [0.51, -0.11, -1.64], [0.32, -0.33, -3.04], [1.00, -1.73, -3.34], [0.82, -2.19, -4.46], [1.66, -2.21, -2.38], [1.10, 0.73, -3.81], [2.11, 1.46, -3.17], [2.83, 2.43, -3.85], [2.56, 2.69, -5.19], [1.58, 1.95, -5.84], [0.86, 0.98, -5.16], [-1.17, -0.29, -3.37], [-1.69, -0.89, -4.52], [-3.04, -0.80, -4.81], [-3.91, -0.12, -3.96], [-3.41, 0.44, -2.80], [-2.06, 0.36, -2.51], [0.32, 0.80, -1.38], [2.33, 1.27, -2.13], [3.60, 2.99, -3.34], [3.13, 3.44, -5.73], [1.38, 2.12, -6.89], [0.11, 0.41, -5.68], [-1.02, -1.44, -5.16], [-3.42, -1.27, -5.71], [-4.97, -0.06, -4.20], [-4.08, 0.95, -2.11], [-1.71, 0.79, -1.58], [-1.54, 2.16, 3.74], [-1.99, 3.38, 2.94], [-3.04, 3.05, 1.88], [-2.48, 2.27, 0.70], [-1.62, 3.08, -0.16], [-0.29, 3.00, -0.26], [0.63, 1.95, 0.70], [0.32, 3.82, -1.13], [-0.35, 4.63, -2.14], [-0.85, 3.82, -3.33], [-1.56, 4.67, -4.38], [-2.89, 5.25, -3.90], [-0.82, 2.44, 4.50], [-1.06, 1.42, 3.10], [-2.39, 1.69, 4.24], [-1.12, 3.85, 2.47], [-2.41, 4.13, 3.62], [-3.51, 3.96, 1.51], [-3.83, 2.45, 2.33], [-3.30, 1.89, 0.08], [-1.89, 1.41, 1.03], [-2.10, 3.74, -0.77], [1.31, 3.66, -1.23], [0.38, 5.37, -2.48], [-1.14, 5.21, -1.66], [-1.53, 3.03, -2.99], [0.00, 3.32, -3.78], [-1.74, 4.05, -5.26], [-0.90, 5.48, -4.70], [-3.55, 4.45, -3.55], [-3.40, 5.78, -4.70], [-2.76, 5.96, -3.07], [-0.67, -1.67, 3.08], [-1.87, -2.26, 3.76], [-2.81, -3.01, 3.06], [-3.91, -3.57, 3.70], [-4.09, -3.39, 5.06], [-3.16, -2.64, 5.78], [-2.07, -2.08, 5.13], [-0.45, -0.69, 3.49], [-0.90, -1.51, 2.01], [-2.70, -3.14, 1.99], [-4.63, -4.14, 3.13], [-4.94, -3.82, 5.57], [-3.30, -2.48, 6.84], [-1.35, -1.49, 5.69]], "lowdin_charge": [1.47, -0.21, -0.20, -0.15, -0.16, -0.39, -0.10, -0.11, -0.07, -0.45, -0.14, -0.14, -0.21, -0.21, -0.14, -0.06, 0.11, 0.13, 0.12, 0.12, 0.11, 0.11, 0.11, 0.08, 0.10, 0.10, 0.12, 0.11, 0.11, 0.12, 0.12, 0.13, 0.11, 0.12, -0.24, -0.30, -0.60, 0.04, -0.17, -0.12, -0.03, -0.09, -0.10, -0.07, -0.01, -0.11, -0.03, -0.07, -0.09, -0.09, -0.03, 0.00, 0.10, 0.10, 0.10, 0.11, 0.11, 0.10, 0.10, 0.10, 0.09, 0.09, -0.11, -0.26, -0.19, -0.21, 0.03, -0.81, 0.69, 0.01, -0.18, -0.19, -0.25, -0.11, 0.08, 0.02, 0.08, 0.09, 0.10, 0.11, 0.12, 0.11, 0.08, 0.13, 0.11, 0.13, 0.11, 0.10, 0.09, 0.11, 0.11, 0.07, 0.07, 0.06, -0.09, -0.23, -0.06, -0.09, -0.10, -0.08, -0.05, 0.11, 0.11, 0.11, 0.10, 0.10, 0.10, 0.12]}



# 3
{"formula": "C41H56N6O3SSr", "method": "ωB97M-V/def2-TZVPD", "e_tot_ha": -2579.180544, "spin_multiplicity": 1, "homo_ev": -5.4, "de_lowest_kj_mol": 156.3, "lumo_ev": 0.247, "elements": ["Sr", "C", "C", "N", "C", "C", "C", "C", "C", "C", "C", "N", "C", "C", "N", "N", "H", "H", "H", "H", "H", "H", "H", "H", "H", "H", "H", "H", "H", "H", "H", "H", "H", "H", "O", "C", "C", "O", "O", "C", "C", "C", "C", "C", "C", "C", "C", "C", "C", "C", "C", "H", "H", "H", "H", "H", "H", "H", "H", "H", "H", "H", "C", "C", "C", "C", "N", "C", "S", "N", "C", "C", "C", "C", "H", "H", "H", "H", "H", "H", "H", "H", "H", "H", "H", "H", "H", "H", "H", "H", "H", "H", "H", "H", "C", "C", "C", "C", "C", "C", "C", "H", "H", "H", "H", "H", "H", "H"], "coordinates": [[-0.87, 0.22, -0.39], [2.01, 2.11, 0.44], [2.14, 0.84, 1.27], [0.83, 0.34, 1.68], [0.19, 1.07, 2.77], [-0.59, 2.28, 2.31], [-0.79, 3.36, 3.16], [-1.50, 4.45, 2.69], [-1.96, 4.45, 1.38], [-1.73, 3.32, 0.60], [-2.26, 3.25, -0.82], [-1.55, 2.29, -1.65], [-0.39, 2.78, -2.38], [0.78, 3.08, -1.45], [1.17, 1.87, -0.73], [-1.08, 2.26, 1.07], [3.01, 2.49, 0.18], [1.53, 2.89, 1.04], [2.79, 1.04, 2.14], [2.60, 0.07, 0.67], [0.94, -0.63, 1.96], [0.91, 1.38, 3.54], [-0.54, 0.39, 3.24], [-0.39, 3.34, 4.17], [-1.67, 5.31, 3.33], [-2.49, 5.30, 0.98], [-2.26, 4.26, -1.25], [-3.30, 2.92, -0.74], [-2.19, 1.86, -2.31], [-0.62, 3.69, -2.96], [-0.10, 2.01, -3.09], [0.48, 3.82, -0.71], [1.60, 3.52, -2.02], [1.65, 1.23, -1.36], [0.65, -1.54, -1.03], [0.57, -1.83, -2.43], [-0.32, -0.65, -2.99], [0.04, 0.01, -3.96], [-1.38, -0.50, -2.32], [-0.25, -3.08, -2.71], [-1.14, -3.57, -1.76], [-1.92, -4.68, -2.04], [-1.83, -5.31, -3.27], [-0.97, -4.80, -4.24], [-0.19, -3.69, -3.96], [2.00, -1.97, -2.96], [2.68, -0.97, -3.65], [3.98, -1.18, -4.09], [4.63, -2.38, -3.84], [3.97, -3.37, -3.12], [2.67, -3.16, -2.69], [0.89, -2.36, -0.55], [-1.24, -3.08, -0.80], [-2.60, -5.05, -1.29], [-2.44, -6.18, -3.49], [-0.91, -5.27, -5.21], [0.48, -3.29, -4.72], [2.18, -0.04, -3.87], [4.49, -0.40, -4.65], [5.63, -2.56, -4.22], [4.47, -4.31, -2.91], [2.17, -3.94, -2.13], [0.20, -6.19, 1.17], [1.62, -6.66, 1.47], [1.97, -6.64, 2.96], [2.22, -5.24, 3.55], [3.44, -4.62, 3.02], [3.49, -3.72, 2.02], [2.16, -2.85, 1.49], [4.69, -3.52, 1.44], [5.98, -3.84, 2.03], [6.32, -2.94, 3.22], [7.69, -3.22, 3.83], [7.78, -4.58, 4.51], [-0.02, -6.27, 0.11], [0.05, -5.15, 1.46], [-0.53, -6.80, 1.71], [2.34, -6.04, 0.92], [1.74, -7.68, 1.11], [2.85, -7.26, 3.15], [1.14, -7.08, 3.53], [2.35, -5.32, 4.63], [1.39, -4.57, 3.34], [4.29, -5.15, 3.19], [4.67, -2.76, 0.77], [6.73, -3.72, 1.25], [5.99, -4.89, 2.33], [5.54, -3.05, 3.99], [6.28, -1.90, 2.88], [7.91, -2.44, 4.56], [8.45, -3.16, 3.04], [6.98, -4.70, 5.25], [8.73, -4.69, 5.03], [7.71, -5.40, 3.79], [-2.20, -1.00, 1.56], [-3.30, -1.94, 1.32], [-4.54, -1.51, 0.81], [-5.58, -2.39, 0.58], [-5.43, -3.75, 0.83], [-4.20, -4.21, 1.31], [-3.16, -3.33, 1.55], [-1.47, -1.46, 2.25], [-2.61, -0.10, 2.05], [-4.67, -0.45, 0.60], [-6.52, -2.02, 0.20], [-6.24, -4.44, 0.65], [-4.06, -5.27, 1.50], [-2.22, -3.71, 1.93]], "lowdin_charge": [1.48, -0.20, -0.21, -0.13, -0.15, -0.26, -0.01, -0.05, -0.02, -0.26, -0.14, -0.16, -0.18, -0.20, -0.12, 0.06, 0.12, 0.11, 0.12, 0.09, 0.03, 0.13, 0.12, 0.12, 0.11, 0.12, 0.13, 0.14, 0.12, 0.12, 0.10, 0.11, 0.13, 0.12, -0.17, -0.31, -0.62, 0.03, -0.25, -0.16, -0.01, -0.06, -0.09, -0.08, -0.02, -0.13, -0.02, -0.08, -0.10, -0.08, -0.03, 0.01, 0.11, 0.10, 0.10, 0.10, 0.13, 0.10, 0.10, 0.10, 0.10, 0.12, -0.11, -0.26, -0.19, -0.20, 0.02, -0.82, 0.75, -0.01, -0.19, -0.20, -0.26, -0.11, 0.07, 0.04, 0.08, 0.09, 0.10, 0.11, 0.11, 0.12, 0.08, 0.12, 0.11, 0.13, 0.11, 0.11, 0.12, 0.11, 0.11, 0.07, 0.07, 0.07, -0.24, -0.36, -0.08, -0.12, -0.14, -0.13, -0.09, 0.01, 0.02, 0.10, 0.09, 0.08, 0.09, 0.09]}



# 4
{"formula": "C41H57BBr2N5OP2W", "method": "ωB97M-V/def2-TZVPD", "e_tot_ha": -7867.436570, "charge": 3, "spin_multiplicity": 1, "homo_ev": -15.1, "de_lowest_kj_mol": 0.0, "lumo_ev": -10.421, "elements": ["W", "C", "C", "C", "C", "P", "C", "N", "B", "N", "C", "P", "C", "C", "C", "C", "C", "C", "C", "C", "C", "C", "C", "C", "C", "C", "C", "C", "C", "C", "H", "H", "H", "H", "H", "H", "H", "H", "H", "H", "H", "H", "H", "H", "H", "H", "H", "H", "H", "H", "H", "H", "H", "H", "H", "H", "H", "H", "H", "H", "H", "H", "H", "H", "H", "H", "H", "H", "H", "H", "H", "H", "H", "H", "O", "C", "C", "C", "N", "C", "Br", "C", "H", "H", "H", "H", "Br", "C", "C", "C", "C", "C", "C", "N", "C", "C", "C", "C", "C", "C", "N", "H", "H", "H", "H", "H", "H", "H", "H", "H"], "coordinates": [[-0.04, 0.99, 0.28], [0.83, -2.75, 4.34], [1.19, -1.46, 3.56], [1.72, -0.40, 4.53], [2.33, -1.87, 2.63], [-0.29, -0.83, 2.56], [-0.93, -2.33, 1.74], [-1.71, -1.88, 0.62], [-1.48, -0.71, -0.15], [-2.41, -0.77, -1.24], [-2.22, -0.12, -2.51], [-0.96, 1.23, -2.32], [-2.06, 2.75, -2.68], [-3.20, 2.81, -1.66], [-1.37, 4.12, -2.63], [-2.72, 2.56, -4.07], [0.31, 1.04, -3.78], [0.71, 2.38, -4.41], [1.62, 0.35, -3.38], [-0.34, 0.16, -4.87], [-3.10, -1.99, -1.17], [-4.03, -2.55, -2.03], [-4.53, -3.81, -1.71], [-4.11, -4.48, -0.57], [-3.17, -3.93, 0.29], [-2.67, -2.68, -0.03], [-1.67, -0.34, 3.77], [-3.03, -0.55, 3.07], [-1.73, -1.20, 5.03], [-1.49, 1.11, 4.22], [1.77, -3.25, 4.59], [0.24, -3.46, 3.76], [0.32, -2.56, 5.27], [2.49, -0.86, 5.15], [0.96, -0.01, 5.21], [2.18, 0.43, 4.01], [3.16, -2.21, 3.25], [2.70, -1.03, 2.04], [2.05, -2.69, 1.98], [-1.54, -2.91, 2.44], [-0.09, -2.97, 1.43], [-3.14, 0.30, -2.90], [-1.87, -0.85, -3.25], [-2.87, 3.33, -0.76], [-3.63, 1.84, -1.39], [-4.01, 3.41, -2.09], [-1.01, 4.36, -1.63], [-2.13, 4.86, -2.89], [-0.55, 4.23, -3.33], [-3.36, 1.68, -4.13], [-2.02, 2.54, -4.90], [-3.36, 3.43, -4.22], [1.26, 3.02, -3.72], [-0.10, 2.95, -4.83], [1.39, 2.14, -5.23], [2.14, 0.88, -2.59], [2.27, 0.37, -4.26], [1.49, -0.69, -3.12], [-1.34, 0.47, -5.16], [-0.36, -0.89, -4.59], [0.29, 0.23, -5.76], [-4.36, -2.03, -2.92], [-5.25, -4.27, -2.36], [-4.51, -5.46, -0.35], [-2.83, -4.47, 1.17], [-3.32, -1.60, 3.11], [-3.05, -0.26, 2.03], [-3.79, 0.02, 3.61], [-1.83, -2.27, 4.81], [-2.63, -0.91, 5.57], [-0.89, -1.05, 5.70], [-1.56, 1.82, 3.40], [-0.54, 1.27, 4.73], [-2.28, 1.36, 4.93], [-2.87, 5.23, 2.56], [-2.55, 4.07, 2.02], [-3.53, 3.09, 1.68], [-3.15, 1.92, 1.08], [-1.83, 1.73, 0.87], [-0.91, 2.61, 1.22], [1.20, 2.85, -1.00], [-1.19, 3.83, 1.78], [-3.83, 5.35, 2.69], [-4.57, 3.28, 1.86], [-3.85, 1.17, 0.73], [-0.45, 4.57, 2.03], [1.23, -6.17, -2.47], [1.34, -4.42, -1.83], [2.41, -4.03, -1.04], [2.47, -2.75, -0.54], [1.47, -1.82, -0.84], [0.42, -2.21, -1.66], [0.35, -3.50, -2.15], [1.55, -0.48, -0.27], [2.74, -0.04, -0.05], [2.93, 1.05, 0.89], [4.18, 1.53, 1.23], [4.27, 2.51, 2.22], [3.11, 2.93, 2.83], [1.89, 2.40, 2.44], [1.79, 1.48, 1.48], [3.19, -4.74, -0.79], [3.29, -2.50, 0.12], [-0.32, -1.50, -1.98], [-0.47, -3.79, -2.79], [3.61, -0.51, -0.49], [5.06, 1.15, 0.73], [5.23, 2.91, 2.50], [3.13, 3.67, 3.62], [0.97, 2.72, 2.91]], "lowdin_charge": [1.32, -0.06, -0.63, -0.06, -0.08, 1.20, -0.27, -0.03, -0.62, -0.03, -0.28, 1.10, -0.63, -0.08, -0.11, -0.06, -0.62, -0.10, -0.10, -0.07, -0.16, 0.01, -0.05, -0.05, 0.01, -0.16, -0.63, -0.07, -0.07, -0.07, 0.11, 0.08, 0.07, 0.11, 0.07, 0.06, 0.11, 0.04, 0.07, 0.10, 0.11, 0.09, 0.09, 0.06, 0.08, 0.12, 0.03, 0.11, 0.06, 0.08, 0.07, 0.11, 0.04, 0.07, 0.10, 0.02, 0.11, 0.06, 0.08, 0.08, 0.11, 0.12, 0.12, 0.12, 0.12, 0.10, 0.03, 0.11, 0.09, 0.11, 0.08, 0.04, 0.07, 0.11, 0.17, -0.26, 0.07, -0.10, -0.13, -0.38, 0.52, 0.03, 0.16, 0.15, 0.14, 0.14, 0.87, -0.67, -0.08, -0.03, -0.26, -0.06, -0.07, -0.03, -0.10, -0.34, 0.05, 0.03, 0.02, -0.12, -0.11, 0.12, 0.11, 0.07, 0.12, 0.16, 0.15, 0.14, 0.14, 0.11]}